Density functional theory data (ωB97M-V with the def2-TZVPD basis set) for an isolated molecule of C8H5ClO2S at a distorted geometry.

Output
Electronic energy ... -1316.50499 hartree
HOMO-LUMO gap (alpha / beta) ... 6.6 / 7.9 eV

Structure (ORCA input):
```
! wB97M-V def2-TZVPD RIJCOSX def2/J DEFGRID3
* xyz 0 1
C 1.23 -1.22 0.24
C 1.61 0.03 -0.21
C -0.16 -1.54 0.46
C 0.71 1.02 -0.19
C -1.09 -0.53 0.21
C -0.64 0.72 -0.09
C -3.20 1.70 -0.86
C -2.46 -0.76 -0.08
O -2.36 1.95 1.44
O -3.20 0.25 -0.70
S -1.81 2.26 0.14
Cl -3.31 -2.22 0.05
H 1.85 -2.11 0.19
H 2.57 0.33 -0.67
H -0.48 -2.53 0.54
H 0.96 1.95 -0.46
H -3.45 1.83 -1.92
*
```

Charges computed using Löwdin, reported in e: C -0.036; C -0.089; C 0.011; C -0.104; C -0.261; C -0.225; C -0.173; C -0.618; O -0.507; O -0.189; S 0.928; Cl 0.799; H 0.102; H 0.130; H 0.081; H 0.073; H 0.080



Density functional theory data (ωB97M-V with the def2-TZVPD basis set) for a structure of composition C18H33CoNO3P2 at a distorted geometry.

Output
Electronic energy ... -3050.69495 hartree
HOMO-LUMO gap (alpha / beta) ... 4.6 / 6.1 eV

Structure (ORCA input):
```
! wB97M-V def2-TZVPD RIJCOSX def2/J DEFGRID3
* xyz 2 4
C -3.87 2.57 0.37
C -4.21 2.33 -0.93
H -3.14 3.33 0.63
H -4.05 1.91 1.22
C -3.74 1.68 -2.22
C -2.53 1.11 -2.84
H -1.76 1.28 -2.17
H -2.66 0.04 -2.70
C -5.51 3.10 -1.03
H -5.72 3.59 -0.07
H -6.36 2.44 -1.25
H -5.44 3.89 -1.78
C -4.81 1.78 -3.25
H -4.88 2.84 -3.62
H -5.83 1.43 -2.97
H -4.47 1.18 -4.11
Co 2.14 -1.24 0.49
O 0.46 -0.46 -0.05
C -0.68 -0.97 0.29
O 1.34 -2.99 -0.25
C 0.05 -3.14 -0.55
O -0.38 -4.29 -0.97
N -0.91 -2.17 -0.36
C -1.88 -4.18 -1.07
C -2.22 -2.75 -0.73
H -2.31 -4.88 -0.34
H -2.16 -4.47 -2.09
H -2.93 -2.68 0.10
H -2.67 -2.25 -1.61
C -1.64 -0.21 1.14
C -1.13 1.12 1.15
H -2.55 -0.30 0.52
H -1.11 1.78 0.18
H -1.51 1.86 1.89
C 1.08 0.71 3.06
P 2.53 0.11 2.20
C 3.63 -0.55 3.50
C 3.46 1.51 1.42
C 4.44 1.00 0.35
P 4.14 -0.75 -0.15
C 4.33 -0.88 -1.94
C 5.34 -1.84 0.65
H 1.29 1.71 3.47
H 0.21 0.76 2.39
H 0.86 0.02 3.88
H 4.68 -0.30 3.30
H 3.33 -0.12 4.47
H 3.50 -1.64 3.54
H 2.71 2.20 0.98
H 3.98 2.06 2.22
H 4.33 1.59 -0.58
H 5.48 1.10 0.67
H 5.29 -1.34 -2.18
H 3.51 -1.52 -2.32
H 4.26 0.11 -2.39
H 6.30 -1.76 0.13
H 5.46 -1.61 1.72
H 4.96 -2.87 0.56
*
```

Charges computed using Löwdin, reported in e: C 0.205; C -0.234; H 0.115; H 0.124; C -0.216; C 0.117; H 0.017; H 0.065; C -0.027; H 0.104; H 0.110; H 0.119; C -0.099; H 0.123; H 0.102; H 0.096; Co 0.304; O -0.136; C -0.386; O -0.043; C -0.365; O 0.119; N 0.073; C -0.030; C -0.075; H 0.144; H 0.147; H 0.137; H 0.129; C -0.130; C -0.070; H 0.091; H 0.107; H 0.067; C -0.206; P 0.848; C -0.215; C -0.343; C -0.338; P 0.809; C -0.203; C -0.211; H 0.080; H -0.019; H 0.077; H 0.052; H 0.065; H 0.061; H 0.097; H 0.099; H 0.089; H 0.101; H 0.066; H 0.057; H 0.061; H 0.065; H 0.037; H 0.067



Density functional theory data (ωB97M-V with the def2-TZVPD basis set) for a structure of composition C12H24Br6N8O6 at a distorted geometry.

Output
Electronic energy ... -16805.35060 hartree
HOMO-LUMO gap ... 7.6 eV

Structure (ORCA input):
```
! wB97M-V def2-TZVPD RIJCOSX def2/J DEFGRID3
* xyz 0 1
C -2.73 -2.73 3.71
Br -3.18 -4.60 3.95
Br -3.64 -1.58 5.06
Br -3.22 -2.05 1.95
H -1.66 -2.65 3.84
C 0.99 0.58 -5.41
Br -0.52 1.53 -6.01
Br 1.47 0.78 -3.50
Br 2.55 0.97 -6.60
H 0.86 -0.49 -5.57
C 1.21 2.23 2.57
C 1.37 3.01 3.71
C 1.41 4.39 3.60
C 1.18 4.98 2.37
C 1.08 4.23 1.20
C 1.15 2.83 1.31
O 0.85 2.11 0.19
O 1.62 5.18 4.70
H 1.31 1.15 2.60
H 1.48 2.57 4.70
H 1.08 6.05 2.29
H 0.95 4.67 0.22
H 1.41 1.32 0.09
H 1.67 4.64 5.50
C -4.74 -0.45 -0.80
O -4.21 0.49 -0.22
N -4.05 -1.63 -0.99
N -6.02 -0.51 -1.27
H -4.60 -2.44 -1.22
H -3.15 -1.76 -0.55
H -6.66 0.24 -1.09
H -6.28 -1.22 -1.92
C 0.05 -1.18 -0.09
O -1.05 -1.24 -0.66
N 0.37 -1.70 1.13
N 1.13 -0.64 -0.72
H -0.43 -1.94 1.69
H 1.27 -1.95 1.47
H 1.02 -0.29 -1.66
H 1.97 -0.72 -0.15
C -1.52 -3.13 -4.07
O -1.29 -3.98 -4.94
N -2.19 -1.99 -4.38
N -1.16 -3.28 -2.79
H -2.60 -1.38 -3.70
H -2.41 -1.83 -5.34
H -0.66 -4.06 -2.42
H -1.26 -2.47 -2.18
C 4.50 -0.12 1.27
O 3.29 -0.41 1.11
N 5.01 0.96 0.63
N 5.29 -0.77 2.12
H 4.51 1.45 -0.08
H 5.96 1.24 0.82
H 4.96 -1.66 2.47
H 6.29 -0.77 2.06
*
```

Charges computed using Löwdin, reported in e: C -1.544; Br 0.558; Br 0.524; Br 0.696; H -0.038; C -1.556; Br 0.617; Br 0.672; Br 0.515; H -0.036; C -0.013; C -0.026; C -0.334; C -0.024; C -0.001; C -0.321; O 0.015; O 0.038; H 0.105; H 0.110; H 0.117; H 0.116; H 0.048; H 0.095; C -0.696; O 0.018; N 0.104; N 0.150; H 0.092; H -0.019; H 0.104; H 0.091; C -0.623; O -0.027; N 0.177; N 0.119; H 0.041; H 0.090; H -0.074; H 0.048; C -0.700; O -0.021; N 0.155; N 0.174; H 0.089; H 0.096; H 0.108; H 0.048; C -0.644; O -0.027; N 0.180; N 0.170; H 0.114; H 0.105; H 0.115; H 0.109



Density functional theory data (ωB97M-V with the def2-TZVPD basis set) for a cluster of 2 separate species, ClH3N2O2S in total at a distorted geometry.

Output
Electronic energy ... -1120.05888 hartree
HOMO-LUMO gap (alpha / beta) ... 7.3 / 7.3 eV

Structure (ORCA input):
```
! wB97M-V def2-TZVPD RIJCOSX def2/J DEFGRID3
* xyz 0 1
N -0.39 -1.36 -0.54
N -0.64 -0.99 0.64
O 0.24 1.16 -1.09
O -0.10 2.52 0.89
S 0.31 1.27 0.36
Cl 2.44 0.90 1.00
H -0.88 -1.16 -1.35
H 0.42 -1.93 -0.65
H -1.39 -0.41 0.74
*
```

Charges computed using Löwdin, reported in e: N 0.059; N 0.074; O -0.458; O -0.419; S 0.430; Cl 0.050; H 0.110; H 0.127; H 0.027



Density functional theory data (ωB97M-V with the def2-TZVPD basis set) for a structure of composition C5H9CeO3 at a distorted geometry.

Output
Electronic energy ... -895.85192 hartree
HOMO-LUMO gap (alpha / beta) ... 5.2 / 5.1 eV

Structure (ORCA input):
```
! wB97M-V def2-TZVPD RIJCOSX def2/J DEFGRID3
* xyz 2 2
O -0.17 -0.86 1.66
C 0.27 -1.76 0.76
C 1.81 -1.62 0.66
H -1.14 -2.07 0.03
H 2.42 -2.04 1.47
H 2.05 -2.32 -0.16
O -1.35 0.90 -0.60
C -0.78 0.20 -1.52
C 0.70 0.53 -1.63
O 1.24 0.63 -0.32
C 2.28 -0.25 0.16
Ce -0.44 1.16 1.27
H -0.91 -0.68 -2.17
H 0.91 1.38 -2.29
H 1.17 -0.35 -2.12
H 2.75 0.29 0.98
H 3.02 -0.36 -0.65
H 0.20 -1.91 -0.33
*
```

Charges computed using Löwdin, reported in e: O -0.339; C -0.280; C -0.115; H 0.278; H 0.139; H 0.133; O -0.133; C 0.033; C -0.092; O -0.291; C -0.108; Ce 1.874; H 0.191; H 0.180; H 0.165; H 0.151; H 0.161; H 0.051



Density functional theory data (ωB97M-V with the def2-TZVPD basis set) for a cluster of 13 separate species, H26O13 in total at a distorted geometry.

Output
Electronic energy ... -993.69804 hartree
HOMO-LUMO gap ... 9.9 eV

Structure (ORCA input):
```
! wB97M-V def2-TZVPD RIJCOSX def2/J DEFGRID3
* xyz 0 1
O -3.13 2.89 -0.68
H -3.68 2.64 0.07
H -2.58 2.12 -0.85
O 0.87 1.25 -2.72
H -0.03 0.97 -2.55
H 0.99 2.04 -2.20
O 1.15 3.53 -1.29
H 0.59 3.99 -1.92
H 0.53 3.09 -0.70
O -0.46 -1.76 2.81
H 0.38 -1.45 2.47
H -0.25 -2.58 3.25
O -2.23 1.17 1.98
H -2.81 0.60 1.48
H -2.65 1.24 2.84
O 3.00 -2.85 0.32
H 3.05 -2.03 -0.17
H 2.72 -3.50 -0.32
O -0.15 -3.72 -1.49
H -0.35 -3.13 -0.76
H -0.19 -3.16 -2.27
O -0.48 2.87 0.85
H -0.14 3.30 1.64
H -1.10 2.23 1.18
O -1.85 -2.33 0.05
H -1.36 -1.73 0.61
H -2.75 -2.26 0.36
O 2.63 -0.14 -0.51
H 3.34 -0.28 -1.13
H 2.95 0.55 0.07
O -1.64 0.12 -2.60
H -1.33 -0.73 -2.93
H -1.71 -0.01 -1.65
O 2.40 -1.00 2.59
H 2.59 -1.63 1.90
H 2.94 -0.24 2.39
O 0.05 -0.36 -0.04
H -0.29 0.52 0.08
H 0.99 -0.24 -0.15
*
```

Charges computed using Löwdin, reported in e: O -0.032; H 0.026; H 0.004; O -0.070; H -0.035; H -0.044; O -0.046; H 0.062; H -0.012; O -0.053; H -0.014; H 0.043; O -0.018; H 0.057; H 0.075; O -0.040; H -0.008; H 0.047; O -0.057; H -0.020; H 0.021; O -0.046; H 0.065; H -0.028; O -0.057; H -0.015; H 0.051; O -0.026; H 0.087; H 0.077; O -0.031; H 0.057; H 0.012; O -0.035; H -0.003; H 0.037; O -0.034; H 0.017; H -0.014



Density functional theory data (ωB97M-V with the def2-TZVPD basis set) for an isolated molecule of C23H22N6O3 at a distorted geometry.

Output
Structure (SMILES) ... O=C(Cn1[nH]c(=O)c2ccccc2c1=O)Nc1cccc(-c2nnc3n2CCCCC3)c1
Electronic energy ... -1443.96557 hartree
HOMO-LUMO gap ... 8.3 eV

Structure (ORCA input):
```
! wB97M-V def2-TZVPD RIJCOSX def2/J DEFGRID3
* xyz 0 1
O -0.96 -1.33 1.87
C -1.73 -0.55 2.40
C -1.33 0.09 3.75
N 0.03 0.55 3.60
N 1.00 0.05 4.45
C 2.35 0.23 4.32
O 3.11 -0.25 5.14
C 2.73 1.05 3.16
C 4.08 1.29 2.91
C 4.46 2.04 1.81
C 3.49 2.55 0.95
C 2.16 2.31 1.19
C 1.76 1.56 2.29
C 0.33 1.29 2.49
O -0.56 1.66 1.75
N -2.94 -0.18 1.93
C -3.41 -0.33 0.61
C -4.73 0.01 0.33
C -5.20 -0.09 -0.97
C -4.37 -0.47 -2.00
C -3.04 -0.79 -1.72
C -2.13 -1.14 -2.80
N -2.40 -1.92 -3.81
N -1.30 -2.05 -4.56
C -0.35 -1.34 -4.01
N -0.82 -0.73 -2.88
C -0.08 0.21 -2.08
C 1.10 -0.46 -1.37
C 2.30 -0.69 -2.29
C 2.05 -1.70 -3.42
C 1.05 -1.22 -4.48
C -2.57 -0.76 -0.41
H -1.98 0.94 3.99
H -1.39 -0.66 4.54
H 0.68 -0.53 5.21
H 4.81 0.88 3.60
H 5.50 2.23 1.62
H 3.79 3.13 0.09
H 1.39 2.69 0.53
H -3.50 0.43 2.50
H -5.38 0.35 1.12
H -6.23 0.16 -1.17
H -4.72 -0.53 -3.01
H -0.76 0.65 -1.35
H 0.29 1.01 -2.73
H 1.41 0.19 -0.55
H 0.77 -1.41 -0.94
H 3.13 -1.06 -1.68
H 2.60 0.26 -2.73
H 3.00 -1.90 -3.91
H 1.70 -2.64 -3.00
H 1.14 -1.83 -5.38
H 1.26 -0.18 -4.75
H -1.57 -1.07 -0.18
*
```

Charges computed using Löwdin, reported in e: O 0.089; C -0.467; C -0.019; N -0.022; N 0.159; C -0.421; O 0.072; C -0.065; C 0.005; C -0.053; C -0.055; C -0.014; C -0.063; C -0.382; O 0.076; N 0.139; C -0.201; C -0.025; C -0.071; C -0.023; C -0.140; C -0.257; N 0.070; N 0.062; C -0.318; N 0.048; C -0.118; C -0.161; C -0.206; C -0.188; C -0.116; C 0.039; H 0.131; H 0.135; H 0.166; H 0.123; H 0.109; H 0.108; H 0.120; H 0.147; H 0.109; H 0.105; H 0.113; H 0.118; H 0.135; H 0.095; H 0.123; H 0.110; H 0.111; H 0.108; H 0.121; H 0.117; H 0.119; H 0.101



Density functional theory data (ωB97M-V with the def2-TZVPD basis set) for a structure of composition C36H20CaF12N4OSSb.

Output
Electronic energy ... -4192.25072 hartree
HOMO-LUMO gap (alpha / beta) ... 5.5 / 5.5 eV

Structure (ORCA input):
```
! wB97M-V def2-TZVPD RIJCOSX def2/J DEFGRID3
* xyz 1 1
Ca 1.70 0.26 0.35
O 2.54 0.67 2.34
S 2.84 0.10 3.73
C 3.79 1.43 4.53
C 5.22 0.92 4.73
C 5.50 -0.02 3.56
C 4.30 -0.95 3.51
H 3.29 1.72 5.45
H 3.73 2.24 3.82
H 5.31 0.39 5.67
H 5.92 1.76 4.76
H 6.42 -0.59 3.70
H 5.59 0.53 2.62
H 4.28 -1.65 4.35
H 4.15 -1.50 2.59
F -2.03 7.96 0.60
C -1.83 6.64 0.52
C -0.91 6.16 -0.40
C -0.71 4.79 -0.47
C -1.43 3.92 0.35
C -2.34 4.43 1.26
C -2.55 5.80 1.35
Sb -1.13 1.83 0.16
C -2.25 1.14 1.82
C -3.63 0.99 1.74
C -4.35 0.56 2.85
C -3.67 0.29 4.01
F -4.36 -0.13 5.08
C -2.30 0.41 4.12
C -1.59 0.84 3.01
C -2.50 1.41 -1.39
C -3.16 2.43 -2.07
C -4.08 2.13 -3.07
C -4.33 0.81 -3.36
F -5.22 0.52 -4.32
C -3.70 -0.23 -2.70
C -2.78 0.08 -1.71
H -0.37 6.85 -1.03
H 0.01 4.41 -1.19
H -2.91 3.77 1.90
H -3.26 6.22 2.05
H -4.16 1.21 0.82
H -5.43 0.44 2.81
H -1.81 0.17 5.05
H -0.51 0.94 3.08
H -2.97 3.47 -1.83
H -4.60 2.91 -3.61
H -3.94 -1.25 -2.96
H -2.28 -0.73 -1.19
F -0.59 -2.19 -0.09
C 0.73 -2.02 0.32
F 1.46 -2.89 -0.53
C 0.83 -2.68 1.69
F 2.13 -2.60 2.10
F 0.11 -1.98 2.58
F 0.46 -3.96 1.76
F 3.52 -4.65 -4.37
C 2.38 -4.02 -4.12
C 1.23 -4.56 -4.56
F 1.27 -5.69 -5.24
C -0.06 -3.95 -4.31
C 0.00 -2.66 -3.64
C 1.15 -2.13 -3.21
F 1.13 -0.93 -2.63
C 2.43 -2.80 -3.35
C 3.58 -2.33 -2.78
C 3.56 -1.21 -1.89
N 3.55 -0.35 -1.12
C 4.87 -2.93 -2.89
N 5.94 -3.35 -2.90
F -1.11 -1.98 -3.45
C -1.24 -4.53 -4.66
C -1.33 -5.81 -5.31
N -1.46 -6.84 -5.79
C -2.52 -3.95 -4.39
N -3.56 -3.49 -4.21
*
```

Charges computed using Löwdin, reported in e: Ca 1.201; O -0.761; S 1.005; C -0.290; C -0.217; C -0.218; C -0.311; H 0.095; H 0.099; H 0.120; H 0.123; H 0.125; H 0.120; H 0.110; H 0.087; F 0.081; C -0.275; C -0.001; C -0.139; C -0.413; C -0.100; C 0.009; Sb 1.493; C -0.405; C -0.105; C 0.012; C -0.272; F 0.082; C 0.003; C -0.135; C -0.402; C -0.106; C 0.006; C -0.271; F 0.081; C -0.002; C -0.129; H 0.125; H 0.097; H 0.097; H 0.127; H 0.106; H 0.127; H 0.125; H 0.080; H 0.096; H 0.126; H 0.094; H 0.086; F -0.021; C -0.400; F -0.036; C -0.616; F 0.086; F 0.121; F 0.174; F 0.158; C -0.127; C -0.122; F 0.165; C 0.007; C -0.125; C -0.143; F 0.103; C -0.001; C -0.114; C -0.126; N 0.117; C -0.160; N 0.221; F 0.154; C -0.094; C -0.146; N 0.237; C -0.134; N 0.238